# 1
The following is a DFT calculation (the ωB97M-V functional and the def2-TZVPD basis) of an isolated molecule of C3H5N3O.

Structure (XYZ):
```
12
Properties=species:S:1:pos:R:3
C -0.9607 -0.3800 1.6076
C -0.3264 0.0369 0.3276
N -0.7855 0.9609 -0.4531
N 0.1021 0.9978 -1.4989
C 1.1309 0.0943 -1.3984
O 2.0596 -0.1226 -2.1514
N 0.8249 -0.5204 -0.1838
H -1.2521 -1.4349 1.5805
H -1.8546 0.2252 1.7659
H -0.2846 -0.2355 2.4563
H -0.0391 1.6347 -2.2642
H 1.3865 -1.2562 0.2133
```

structure (SMILES) = Cc1n[nH]c(=O)[nH]1
LUMO level = 0.766 eV
ΔE to the lowest compared entry with this formula, charge and spin = 0.251 eV
HOMO = -8.84 eV

---

# 2
The following is a DFT calculation (the ωB97M-V functional and the def2-TZVPD basis) of the ion C4H3Br2O2 with charge -1.

Structure (XYZ):
```
11
Properties=species:S:1:pos:R:3
O -1.5877 -2.2118 -0.2160
C -1.0077 -1.3929 0.4699
O -1.1036 -1.1141 1.6224
C 0.1438 -0.4874 -0.3385
C 0.9800 0.5441 0.4572
Br 2.8453 1.1583 0.1251
C -0.0133 0.9235 -0.6788
Br -1.7116 1.6721 -0.2533
H 0.6564 -1.0654 -1.0378
H 0.6669 0.5288 1.4854
H 0.1315 1.4447 -1.6357
```

structure (SMILES) = O=C([O-])C1[C@@H](Br)[C@@H]1Br
LUMO level = 2.984 eV
charge = -1
ΔE to the lowest compared entry with this formula, charge and spin = 0.000 eV
HOMO = -4.76 eV

---

# 3
The following is a DFT calculation (the ωB97M-V functional and the def2-TZVPD basis) of a structure of composition C47H64CsN10O3S2Te.

Structure (XYZ):
```
128
Properties=species:S:1:pos:R:3
Cs 0.7471 -0.1825 -0.3751
C -5.1077 0.6321 0.7287
N -3.9760 0.5502 -0.1848
C -4.2607 -0.2703 -1.3637
C -2.7101 0.4254 0.3220
O -1.7377 0.1399 -0.3642
C -2.4411 1.3226 1.5376
O -1.1665 1.0403 2.0747
C -0.6558 2.1439 2.7555
C 0.8321 1.9385 3.0017
O 1.3827 0.8937 2.6967
N 1.5040 2.9817 3.5602
C 2.9217 2.8408 3.8433
C 0.8768 4.1868 4.0586
H -6.0144 0.7164 0.1311
H -5.0485 1.5159 1.3628
H -5.1661 -0.2698 1.3483
H -4.9672 0.2576 -2.0093
H -4.6802 -1.2342 -1.0619
H -3.3359 -0.4555 -1.9008
H -3.2145 1.2312 2.3018
H -2.4522 2.3356 1.1104
H -1.1635 2.2961 3.7209
H -0.7976 3.0575 2.1618
H 3.3030 1.9695 3.3215
H 3.0987 2.7241 4.9173
H 3.4548 3.7282 3.4973
H -0.1201 4.3196 3.6469
H 1.4725 5.0549 3.7697
H 0.8019 4.1767 5.1515
C 0.6462 5.8097 -5.3977
C 2.0796 5.8718 -4.9496
C 2.9240 6.8850 -5.3834
C 4.2511 6.9504 -4.9812
C 4.7369 5.9900 -4.1086
C 3.9133 4.9734 -3.6478
C 2.5849 4.8935 -4.0755
N 1.7035 3.8910 -3.6500
C 2.0121 2.7213 -2.9160
N 3.1194 2.0892 -3.3672
C 3.8095 0.8965 -2.9259
C 3.4081 0.2361 -1.7731
C 4.1474 -0.9259 -1.4830
C 5.2049 -1.3755 -2.2685
C 5.5643 -0.6535 -3.4031
C 4.8733 0.4992 -3.7588
C 5.2756 1.2592 -5.0005
N 1.2335 2.3156 -1.9775
C 0.0871 3.0363 -1.6399
C 0.1159 4.0048 -0.6314
C -1.0420 4.6677 -0.2441
C -2.2531 4.3598 -0.8486
C -2.2905 3.3858 -1.8414
C -1.1439 2.7150 -2.2525
C -1.1969 1.6591 -3.3210
H 0.4325 6.6020 -6.1145
H -0.0522 5.9285 -4.5612
H 0.4218 4.8468 -5.8658
H 2.5274 7.6352 -6.0604
H 4.8925 7.7450 -5.3426
H 5.7649 6.0303 -3.7686
H 4.2950 4.2432 -2.9467
H 0.7464 4.1821 -3.5408
H 3.4731 2.4886 -4.2184
H 3.8965 -1.5134 -0.5914
H 5.7535 -2.2780 -2.0086
H 6.3898 -0.9864 -4.0273
H 6.1329 0.7829 -5.4780
H 5.5602 2.2961 -4.7843
H 4.4690 1.2939 -5.7434
H 1.0702 4.2260 -0.1647
H -0.9952 5.4294 0.5275
H -3.1619 4.8684 -0.5491
H -3.2372 3.1310 -2.3092
H -2.1268 1.7417 -3.8871
H -1.1571 0.6545 -2.8896
H -0.3559 1.7507 -4.0098
C -1.0044 -4.8576 -5.4301
C 0.2114 -3.9938 -5.0921
C 0.5238 -3.9917 -3.6283
N 0.2029 -3.0273 -2.8382
N 0.5499 -3.2500 -1.5306
C 1.1306 -4.3939 -1.3481
N 1.5191 -4.8627 -0.1237
S 1.3066 -5.3171 -2.8145
H -1.2161 -4.8302 -6.5015
H -1.8856 -4.4999 -4.8949
H -0.8411 -5.8994 -5.1445
H 0.0310 -2.9542 -5.3654
H 1.0832 -4.3289 -5.6585
H 1.6512 -4.1431 0.5858
H 2.2621 -5.5406 -0.1230
S 2.8668 -3.1017 2.3856
C 1.7009 -2.7709 3.5596
N 1.6245 -1.5471 4.1107
C 0.5785 -1.1610 5.0506
C -0.6575 -2.0102 4.8368
C -0.2685 -3.4722 4.9038
N 0.8496 -3.7171 3.9913
H 2.0656 -0.8213 3.5661
H 0.3672 -0.1047 4.8905
H 0.9443 -1.2775 6.0776
H -1.0785 -1.8001 3.8507
H -1.4110 -1.7943 5.5954
H -1.1061 -4.1090 4.6072
H 0.0237 -3.7411 5.9258
H 0.9007 -4.5859 3.4917
C -4.2596 -6.3675 6.1420
C -3.8547 -5.4294 5.0341
C -4.1198 -4.0692 5.1014
C -3.7567 -3.1906 4.0799
C -4.1101 -1.7364 4.2496
C -3.0877 -3.6684 2.9324
Te -2.4135 -2.3186 1.4402
C -2.8172 -5.0520 2.8617
C -2.0981 -5.6624 1.6842
C -3.2050 -5.8973 3.8993
H -4.6858 -5.8187 6.9834
H -3.4069 -6.9402 6.5147
H -5.0084 -7.0879 5.8018
H -4.6275 -3.6728 5.9777
H -4.4828 -1.5474 5.2599
H -4.8799 -1.4401 3.5306
H -3.2547 -1.0883 4.0440
H -1.4780 -4.9274 1.1736
H -2.8137 -6.0433 0.9480
H -1.4724 -6.4997 2.0053
H -2.9750 -6.9585 3.8202
```

LUMO level = 1.650 eV
charge = -1
ΔE to the lowest compared entry with this formula, charge and spin = 1.386 eV
HOMO = -3.21 eV